(1)
Molecular formula: C6H14NS
Method: DFT, ωB97M-V/def2-TZVPD

Summary:
Total energy ... -18766.51125 eV
Total charge ... +1
HOMO energy ... -12.86 eV
Relative energy (zero: lowest compared OMol25 entry of this formula, charge and spin) ... 1.5760 eV
Orbital gap ... 9.487 eV
Lowest unoccupied orbital energy ... -3.37 eV

Geometry as XYZ:
```
22
Properties=species:S:1:pos:R:3:forces:R:3:nbo_charge:R:1
C -2.9268 0.8362 1.6951 0.405 -0.061 0.215 -0.325
C -2.6903 0.0643 0.6387 -0.154 -0.156 -0.236 -0.290
C -2.2408 0.5436 -0.6673 -0.094 0.074 -0.203 -0.267
C -2.0483 -0.2427 -1.7306 -0.064 0.482 0.245 -0.387
H -2.7901 1.9108 1.6671 -0.020 0.014 -0.078 0.205
H -3.2060 0.4061 2.6475 -0.213 0.030 -0.054 0.220
H -2.8855 -1.0064 0.6843 0.034 0.020 0.164 0.212
H -2.0698 1.6123 -0.7880 -0.041 0.010 0.139 0.216
H -1.7301 0.2270 -2.6521 -0.031 -0.326 -0.164 0.221
H -2.2800 -1.3006 -1.6986 0.112 -0.036 -0.124 0.209
C 1.8104 -0.8944 -0.0511 -0.068 1.005 -0.131 -0.228
C 2.9257 0.1469 -0.0741 0.003 -0.520 -0.019 -0.548
S 4.4029 -0.7309 -0.6710 0.012 -0.048 -0.067 0.006
N 0.5240 -0.2316 0.3878 0.198 -0.163 0.450 -0.673
H 1.9956 -1.6799 0.6754 0.076 -0.255 -0.273 0.237
H 1.6390 -1.2297 -1.0713 -0.016 -0.507 0.166 0.239
H 3.1244 0.5241 0.9282 -0.129 0.214 -0.037 0.227
H 2.6454 0.9340 -0.7735 0.112 0.178 0.142 0.226
H 5.2115 0.3340 -0.6798 0.001 0.052 0.016 0.155
H -0.2220 -0.9171 0.5157 -0.097 0.039 -0.006 0.452
H 0.1478 0.4579 -0.2672 0.056 -0.068 -0.193 0.456
H 0.6630 0.2360 1.2848 -0.082 0.022 0.049 0.437
```
Positions in Å, forces in eV/Å.


(2)
Molecular formula: C6H14NS
Method: DFT, ωB97M-V/def2-TZVPD

Summary:
Total energy ... -18766.20039 eV
Total charge ... +1
HOMO energy ... -12.13 eV
Relative energy (zero: lowest compared OMol25 entry of this formula, charge and spin) ... 1.8869 eV
Orbital gap ... 6.838 eV
Lowest unoccupied orbital energy ... -5.30 eV

Geometry as XYZ:
```
22
Properties=species:S:1:pos:R:3:forces:R:3:nbo_charge:R:1
C 2.2464 -1.6401 -0.9996 0.025 -0.047 -0.212 -0.626
C 1.8178 -1.0056 0.3102 0.759 0.561 -0.156 -0.498
S 1.3724 0.7694 0.1298 -0.386 -0.564 0.048 0.156
C 0.7841 0.9620 1.8343 0.002 -0.064 -0.146 -0.764
H 2.4369 -2.7016 -0.8447 -0.313 -0.102 -0.008 0.232
H 3.1912 -1.2727 -1.4034 -0.149 0.411 0.154 0.231
H 1.4685 -1.4958 -1.7541 0.118 -0.222 -0.046 0.206
H 2.6558 -0.9824 1.0030 -0.020 -0.303 0.192 0.225
H 1.0001 -1.5644 0.7616 -0.145 0.115 0.028 0.195
H 0.1723 0.1030 2.1283 0.090 -0.032 0.009 0.204
H 1.6463 1.0182 2.4926 -0.161 0.124 0.246 0.252
H 0.1676 1.8583 1.9342 0.292 0.159 0.047 0.209
C -2.0043 0.0499 -0.9805 0.051 -0.542 -0.246 -0.077
C -1.7122 -1.1738 -0.5773 0.138 -0.063 0.252 -0.288
C -2.0682 2.3754 -0.5335 0.140 -0.310 0.619 0.117
N -1.8283 1.1840 -0.1434 -0.070 -0.148 -0.772 -0.394
H -2.4213 0.2570 -1.9559 0.029 0.180 0.027 0.234
H -1.2986 -1.3953 0.3979 -0.013 0.173 0.110 0.213
H -1.8609 -2.0388 -1.2082 -0.108 0.175 -0.169 0.248
H -2.0395 3.1578 0.2124 0.245 0.237 -0.246 0.236
H -2.2929 2.5381 -1.5786 -0.309 0.138 0.070 0.232
H -1.4332 0.9973 0.7749 -0.214 0.123 0.200 0.457
```
Positions in Å, forces in eV/Å.


(3)
Molecular formula: C6H14NS2
Method: DFT, ωB97M-V/def2-TZVPD

Summary:
Total energy ... -29599.36273 eV
Total charge ... +1
HOMO energy (spin up / spin down) ... -11.30 / -11.26 eV
Relative energy (zero: lowest compared OMol25 entry of this formula, charge and spin) ... 2.7009 eV
Orbital gap (spin up / spin down) ... 7.286 / 7.221 eV
Lowest unoccupied orbital energy (spin up / spin down) ... -4.01 / -4.04 eV

Geometry as XYZ:
```
23
Properties=species:S:1:pos:R:3:forces:R:3:nbo_charge:R:1
C -2.1060 -0.8862 -0.3718 -2.358 0.369 -1.891 -0.410
C -2.2448 0.2106 0.6533 -0.268 -0.182 -0.632 -0.511
C -0.9781 -1.8201 -0.3622 1.747 -0.216 -2.656 -0.482
C -1.3323 1.3319 0.5236 2.359 -0.067 -1.463 -0.172
C 0.9125 0.0361 0.5230 -1.668 1.962 -2.664 -0.364
C 3.3276 0.1245 -0.1247 1.489 0.883 1.685 -0.418
N 2.1489 0.9233 0.2018 -2.712 -2.655 0.073 -0.518
S 0.6130 -1.0159 -0.8893 -0.055 0.017 -0.046 0.154
S -1.1908 2.0721 -1.0159 0.322 0.668 -0.387 0.145
H -2.9093 -1.6065 -0.1631 -0.540 0.592 -0.274 0.246
H -2.2985 -0.4236 -1.4232 0.197 -1.309 1.692 0.202
H -3.2610 0.6078 0.5971 -0.133 0.054 0.030 0.258
H -2.1181 -0.1805 1.6050 0.051 -0.903 2.034 0.234
H -0.7693 -2.1459 0.6330 -0.094 -1.061 0.486 0.228
H -1.1635 -2.6307 -1.2193 0.614 1.432 2.374 0.271
H -1.1109 2.0030 1.3450 -0.112 -0.051 -0.056 0.246
H 1.0853 -0.4833 1.3811 0.584 -1.320 2.532 0.174
H 3.8126 -0.3188 0.7804 -0.963 0.299 -0.538 0.238
H 2.9905 -0.6048 -0.7665 -0.052 -1.688 -1.583 0.234
H 4.0626 0.7798 -0.5238 0.651 0.383 -0.785 0.229
H 1.7733 1.5327 -0.5041 0.402 0.625 -0.768 0.437
H 2.3053 1.3991 1.0271 0.365 1.794 1.999 0.424
H -1.5488 1.0955 -1.9066 0.174 0.374 0.835 0.157
```
Positions in Å, forces in eV/Å.


(4)
Molecular formula: C6H14NiO3
Method: DFT, ωB97M-V/def2-TZVPD

Summary:
Total energy ... -53630.27133 eV
2S+1 ... 3
Total charge ... 0
HOMO energy (spin up / spin down) ... -4.81 / -6.45 eV
Relative energy (zero: lowest compared OMol25 entry of this formula, charge and spin) ... 0.0000 eV
Orbital gap (spin up / spin down) ... 5.681 / 7.220 eV
Lowest unoccupied orbital energy (spin up / spin down) ... 0.87 / 0.77 eV

Geometry as XYZ:
```
24
Properties=species:S:1:pos:R:3:forces:R:3:lowdin_spin:R:1
C 1.6177 1.3995 -3.0560 0.223 -0.080 -0.157 0.021
O 0.7312 1.3749 -1.9620 -0.092 0.176 0.177 0.069
C -0.4447 0.6493 -2.2170 0.131 -0.144 -0.256 0.010
C -1.2994 0.6501 -0.9798 -0.186 0.050 0.058 0.006
O -0.6780 -0.1353 0.0248 0.087 -0.196 -0.103 0.074
C -1.3234 -0.0435 1.2806 -0.201 0.336 -0.193 0.007
C -0.7336 -1.0881 2.1899 -0.010 0.047 0.307 0.010
O 0.6354 -0.7824 2.3730 0.068 0.186 -0.055 0.116
C 1.2800 -1.5828 3.3482 0.142 -0.143 0.109 0.032
Ni 1.6940 -0.2218 0.4740 -0.168 -0.028 -0.022 1.609
H 2.5026 1.9717 -2.7558 -0.265 -0.145 -0.032 0.005
H 1.9365 0.3788 -3.3261 -0.083 0.230 0.010 0.007
H 1.1535 1.8836 -3.9310 0.079 -0.119 0.136 0.000
H -0.1923 -0.3886 -2.5017 -0.133 0.195 0.056 0.004
H -1.0156 1.1096 -3.0428 0.085 -0.099 0.106 0.000
H -2.2863 0.2202 -1.2094 0.113 0.048 -0.014 0.001
H -1.4549 1.6816 -0.6266 0.134 -0.141 -0.021 0.001
H -2.4095 -0.1969 1.2029 0.095 -0.207 -0.206 0.001
H -1.1943 0.9906 1.6368 0.134 -0.310 0.375 0.001
H -0.8356 -2.1023 1.7735 -0.053 0.233 -0.106 0.002
H -1.2659 -1.0722 3.1523 0.112 0.064 -0.042 0.001
H 0.8340 -1.3991 4.3362 0.083 -0.057 -0.152 0.001
H 1.1899 -2.6507 3.0976 0.061 0.206 0.057 0.003
H 2.3386 -1.2947 3.3586 -0.355 -0.102 -0.034 0.019
```
Positions in Å, forces in eV/Å.


(5)
Molecular formula: C6H14O
Method: DFT, ωB97M-V/def2-TZVPD

Summary:
Total energy ... -8496.02171 eV
SMILES ... CCCCCOC
Total charge ... 0
HOMO energy ... -9.81 eV
Relative energy (zero: lowest compared OMol25 entry of this formula, charge and spin) ... 0.8706 eV
Orbital gap ... 10.965 eV
Lowest unoccupied orbital energy ... 1.16 eV

Geometry as XYZ:
```
21
Properties=species:S:1:pos:R:3:forces:R:3:nbo_charge:R:1
C -0.1414 1.6296 -1.1814 -0.020 -0.030 -0.038 -0.623
C 0.7898 1.9003 0.0006 0.007 0.032 0.045 -0.392
C 1.5544 0.6729 0.5093 0.037 0.003 0.001 -0.389
C 0.6649 -0.4710 1.0217 -0.007 -0.021 0.022 -0.433
C 0.1278 -1.4121 -0.0657 0.267 -0.020 0.002 -0.063
O -1.2827 -1.3444 -0.0993 -0.033 0.004 0.054 -0.543
C -1.8159 -2.1034 -1.1532 -0.140 -0.138 -0.184 -0.249
H -0.6787 2.5381 -1.4741 0.092 -0.114 0.043 0.209
H -0.8863 0.8663 -0.9333 0.085 0.139 -0.043 0.218
H 0.4224 1.2828 -2.0567 -0.063 0.035 0.122 0.196
H 1.5162 2.6756 -0.2761 -0.105 -0.098 0.035 0.199
H 0.2054 2.3131 0.8350 0.063 -0.066 -0.116 0.193
H 2.2123 0.2912 -0.2854 -0.076 0.052 0.101 0.191
H 2.2181 0.9955 1.3218 -0.099 -0.041 -0.117 0.206
H -0.2041 -0.0568 1.5489 0.119 -0.058 -0.051 0.221
H 1.2233 -1.0567 1.7610 -0.077 0.082 -0.129 0.209
H 0.5339 -1.1361 -1.0540 -0.057 -0.017 0.139 0.161
H 0.4351 -2.4547 0.1236 -0.060 0.155 -0.020 0.166
H -1.5041 -1.7051 -2.1325 -0.034 -0.048 0.143 0.164
H -2.9047 -2.0531 -1.0775 0.151 -0.014 -0.029 0.194
H -1.5005 -3.1578 -1.0956 -0.049 0.162 0.020 0.164
```
Positions in Å, forces in eV/Å.


(6)
Molecular formula: C6H14O
Method: DFT, ωB97M-V/def2-TZVPD

Summary:
Total energy ... -8496.07654 eV
SMILES ... CCCOCCC
Total charge ... 0
HOMO energy ... -9.71 eV
Relative energy (zero: lowest compared OMol25 entry of this formula, charge and spin) ... 0.8158 eV
Orbital gap ... 10.893 eV
Lowest unoccupied orbital energy ... 1.19 eV

Geometry as XYZ:
```
21
Properties=species:S:1:pos:R:3:forces:R:3:nbo_charge:R:1
C 0.4701 1.2340 -3.4424 0.039 0.048 -0.080 -0.608
C -0.3839 0.5010 -2.3950 -0.061 -0.006 -0.006 -0.426
C 0.3821 -0.0060 -1.1661 0.215 -0.196 -0.270 -0.052
O -0.3346 0.2590 0.0216 -0.099 -0.040 -0.071 -0.538
C 0.1961 -0.4483 1.1203 0.083 -0.171 0.184 -0.052
C -0.8445 -0.5775 2.2192 -0.033 0.047 -0.031 -0.413
C -0.2543 -1.2346 3.4656 0.024 -0.024 0.045 -0.607
H 1.5010 0.8567 -3.4849 -0.246 -0.008 0.040 0.202
H 0.0378 1.1016 -4.4406 0.087 0.088 0.156 0.210
H 0.5233 2.3143 -3.2534 0.033 -0.269 0.067 0.208
H -1.1834 1.1587 -2.0386 0.096 -0.085 -0.048 0.221
H -0.8744 -0.3574 -2.8760 0.062 0.233 0.173 0.199
H 1.4011 0.4200 -1.1084 -0.257 0.068 -0.017 0.158
H 0.5036 -1.0983 -1.2504 0.126 0.137 -0.027 0.158
H 1.1086 0.0440 1.5021 -0.158 -0.011 -0.086 0.159
H 0.4921 -1.4589 0.7916 0.003 0.107 0.087 0.156
H -1.6794 -1.1736 1.8312 0.094 0.102 0.072 0.202
H -1.2465 0.4131 2.4614 0.084 -0.107 -0.039 0.206
H 0.5416 -0.6172 3.8991 -0.121 -0.089 -0.067 0.203
H 0.1781 -2.2154 3.2315 -0.076 0.147 0.025 0.201
H -1.0174 -1.3848 4.2353 0.105 0.031 -0.107 0.214
```
Positions in Å, forces in eV/Å.


(7)
Molecular formula: C6H14O
Method: DFT, ωB97M-V/def2-TZVPD

Summary:
Total energy ... -8492.71514 eV
Total charge ... 0
HOMO energy ... -7.93 eV
Relative energy (zero: lowest compared OMol25 entry of this formula, charge and spin) ... 4.1772 eV
Orbital gap ... 8.465 eV
Lowest unoccupied orbital energy ... 0.54 eV

Geometry as XYZ:
```
21
Properties=species:S:1:pos:R:3:forces:R:3:nbo_charge:R:1
C -1.1786 0.6582 -2.1686 -0.108 -0.014 -0.075 -0.843
C 1.1103 0.7462 -0.4689 0.313 -0.298 0.164 0.197
C 2.3153 0.3392 -1.2176 -0.072 0.001 -0.040 -0.783
C 0.5359 -0.3834 0.3185 0.027 0.117 0.012 -0.614
C -0.6279 0.0009 1.2269 -0.080 -0.251 -0.168 0.099
C -1.0932 -1.1629 2.0932 -0.016 -0.050 0.038 -0.630
O -0.1588 1.0628 2.0384 -0.183 0.130 0.260 -0.710
H -1.4281 1.3563 -2.9681 -0.062 -0.119 -0.007 0.218
H -2.0390 0.5190 -1.5090 0.061 0.020 -0.193 0.207
H -0.8782 -0.3073 -2.5874 -0.010 0.189 0.051 0.205
H -0.3668 1.1089 -1.5741 -0.201 -0.021 -0.196 0.231
H 2.5338 0.9654 -2.0888 -0.079 -0.080 0.168 0.236
H 2.4861 -0.7274 -1.4425 -0.104 0.101 0.064 0.183
H 3.0574 0.6430 -0.4545 0.043 -0.024 -0.079 0.280
H 1.3623 -0.7585 0.9469 -0.035 0.016 0.003 0.242
H 0.2612 -1.2374 -0.3259 0.098 0.175 0.051 0.229
H -1.4652 0.3427 0.5977 0.182 0.000 0.133 0.160
H -0.2694 -1.4970 2.7336 -0.110 0.009 -0.086 0.211
H -1.4410 -2.0097 1.4910 0.056 0.124 0.042 0.211
H -1.9217 -0.8504 2.7408 0.110 -0.063 -0.093 0.205
H -0.8855 1.3325 2.6133 0.173 0.037 -0.050 0.466
```
Positions in Å, forces in eV/Å.


(8)
Molecular formula: C6H14O
Method: DFT, ωB97M-V/def2-TZVPD

Summary:
Total energy ... -8496.26769 eV
SMILES ... COCC(C)(C)C
Total charge ... 0
HOMO energy ... -9.61 eV
Relative energy (zero: lowest compared OMol25 entry of this formula, charge and spin) ... 0.6246 eV
Orbital gap ... 10.535 eV
Lowest unoccupied orbital energy ... 0.92 eV

Geometry as XYZ:
```
21
Properties=species:S:1:pos:R:3:forces:R:3:nbo_charge:R:1
C -0.7784 -1.6817 -2.0119 -0.200 -0.061 -0.212 -0.242
O 0.2901 -1.3323 -1.1706 0.087 0.021 0.037 -0.555
C -0.0760 -1.0338 0.1644 -0.055 0.008 0.197 -0.054
C 0.2274 0.4263 0.5261 0.011 0.018 0.015 -0.083
C -0.1660 0.6509 1.9888 -0.022 -0.006 0.066 -0.606
C 1.7257 0.6888 0.3430 0.064 -0.006 -0.016 -0.608
C -0.5782 1.3605 -0.3821 -0.027 0.030 -0.030 -0.610
H -1.4959 -0.8570 -2.1412 0.109 -0.099 0.059 0.164
H -1.3231 -2.5592 -1.6347 0.070 0.084 -0.037 0.165
H -0.3520 -1.9263 -2.9884 -0.074 0.023 0.134 0.193
H 0.4964 -1.7012 0.8267 -0.085 0.116 -0.072 0.179
H -1.1458 -1.2402 0.3303 0.154 0.038 -0.059 0.169
H -1.2396 0.4866 2.1445 0.146 0.012 -0.034 0.206
H 0.0621 1.6782 2.2961 -0.027 -0.140 -0.060 0.213
H 0.3825 -0.0259 2.6559 -0.076 0.090 -0.104 0.208
H 2.0327 0.4611 -0.6827 -0.039 0.053 0.141 0.224
H 2.3184 0.0625 1.0219 -0.094 0.084 -0.094 0.205
H 1.9657 1.7379 0.5546 -0.050 -0.150 -0.026 0.205
H -0.3276 1.1880 -1.4330 -0.016 0.023 0.102 0.216
H -0.3617 2.4102 -0.1533 -0.008 -0.137 -0.001 0.210
H -1.6568 1.2064 -0.2543 0.128 0.001 -0.006 0.203
```
Positions in Å, forces in eV/Å.


> Which formula does entry 8 have?

C6H14O


Please write out number 5 again, unchanged.
Molecular formula: C6H14O
Method: DFT, ωB97M-V/def2-TZVPD

Summary:
Total energy ... -8496.02171 eV
SMILES ... CCCCCOC
Total charge ... 0
HOMO energy ... -9.81 eV
Relative energy (zero: lowest compared OMol25 entry of this formula, charge and spin) ... 0.8706 eV
Orbital gap ... 10.965 eV
Lowest unoccupied orbital energy ... 1.16 eV

Geometry as XYZ:
```
21
Properties=species:S:1:pos:R:3:forces:R:3:nbo_charge:R:1
C -0.1414 1.6296 -1.1814 -0.020 -0.030 -0.038 -0.623
C 0.7898 1.9003 0.0006 0.007 0.032 0.045 -0.392
C 1.5544 0.6729 0.5093 0.037 0.003 0.001 -0.389
C 0.6649 -0.4710 1.0217 -0.007 -0.021 0.022 -0.433
C 0.1278 -1.4121 -0.0657 0.267 -0.020 0.002 -0.063
O -1.2827 -1.3444 -0.0993 -0.033 0.004 0.054 -0.543
C -1.8159 -2.1034 -1.1532 -0.140 -0.138 -0.184 -0.249
H -0.6787 2.5381 -1.4741 0.092 -0.114 0.043 0.209
H -0.8863 0.8663 -0.9333 0.085 0.139 -0.043 0.218
H 0.4224 1.2828 -2.0567 -0.063 0.035 0.122 0.196
H 1.5162 2.6756 -0.2761 -0.105 -0.098 0.035 0.199
H 0.2054 2.3131 0.8350 0.063 -0.066 -0.116 0.193
H 2.2123 0.2912 -0.2854 -0.076 0.052 0.101 0.191
H 2.2181 0.9955 1.3218 -0.099 -0.041 -0.117 0.206
H -0.2041 -0.0568 1.5489 0.119 -0.058 -0.051 0.221
H 1.2233 -1.0567 1.7610 -0.077 0.082 -0.129 0.209
H 0.5339 -1.1361 -1.0540 -0.057 -0.017 0.139 0.161
H 0.4351 -2.4547 0.1236 -0.060 0.155 -0.020 0.166
H -1.5041 -1.7051 -2.1325 -0.034 -0.048 0.143 0.164
H -2.9047 -2.0531 -1.0775 0.151 -0.014 -0.029 0.194
H -1.5005 -3.1578 -1.0956 -0.049 0.162 0.020 0.164
```
Positions in Å, forces in eV/Å.


> Look up the relative energy (zero: lowest compared OMol25 entry of this formula, charge and spin) of the third one.

2.7009 eV